# 1
C26H38BBr4ClFMgN6NaO7 | the ωB97M-V functional and the def2-TZVPD basis

HOMO energy   -7.225 eV
Total charge   0

Each line ends with the Löwdin charge.
CARTESIAN COORDINATES (ANGSTROEM)
N -1.01071 2.49658 1.42326  0.13
B -0.35479 2.62183 0.05592  -0.40
O 0.53062 3.74200 -0.18528  0.11
C -0.67468 1.43719 -1.02082  -0.05
N 0.32187 0.35071 -1.10296  0.19
C -0.31457 -0.50925 -2.09999  -0.34
N 0.37628 -1.63320 -2.34517  0.09
C -0.13570 -2.66014 -3.28892  -0.15
C 0.02362 -4.09424 -2.51055  -0.14
C -0.76189 -4.10897 -1.08972  -0.16
C 0.11069 -3.61952 0.17597  -0.16
C 1.24151 -4.50251 0.84723  -0.20
C 2.05497 -3.95794 2.07513  -0.18
C 1.85081 -2.53337 2.69445  -0.10
C 0.72195 -1.63270 2.04927  -0.03
C -0.12106 -2.20907 0.82955  -0.08
N -1.58962 0.02271 -2.63396  0.04
N -1.77956 1.22475 -1.95024  0.01
H -0.63225 1.61301 1.84166  0.08
H -2.00409 2.27096 1.21196  0.07
H 0.87080 3.97467 0.72036  0.12
H 1.25777 -1.82588 -1.82791  0.19
H -1.23488 -2.52667 -3.59439  0.10
H 0.50332 -2.70094 -4.25372  0.12
H -0.30435 -4.95511 -3.18814  0.12
H 1.14678 -4.25479 -2.26022  0.12
H -1.06289 -5.20525 -0.87230  0.13
H -1.72388 -3.46124 -1.17593  0.07
H 1.43197 -5.55567 0.42393  0.03
H 2.86268 -4.61540 2.54038  0.05
H 2.47427 -2.12679 3.58855  0.05
H 0.54602 -0.57644 2.48517  0.08
H -0.94935 -1.51059 0.42387  -0.09
H -2.17465 -0.41924 -3.35824  0.14
H -2.58298 1.88044 -2.08068  0.17
C -1.17836 -1.47951 6.28419  0.03
C -1.57622 -2.29179 7.27089  -0.25
C -2.81911 -3.10193 7.15459  -0.39
O -3.14754 -3.84463 8.06635  0.06
C -3.61514 -2.96210 5.92742  0.08
C -3.21777 -2.14965 4.94848  -0.23
C -1.95979 -1.36124 5.05701  -0.34
O -1.61251 -0.63725 4.12560  -0.01
O -3.95433 -2.01067 3.79688  0.04
O -0.85981 -2.40916 8.41966  0.08
H -0.27548 -0.88722 6.35529  0.12
H -4.52537 -3.54262 5.85947  0.14
H -3.45965 -1.37041 3.24799  0.08
H -1.35331 -3.05433 8.96483  0.12
Br 3.70865 -4.94736 -0.04194  -0.17
Mg -2.28132 -0.75001 -0.57306  0.84
F -1.26821 -4.58190 6.53753  -0.51
N 2.23329 -1.23036 -5.85257  -0.01
C 3.58453 -1.00357 -5.89902  -0.27
C 4.10152 -1.72877 -6.95797  -0.05
C 3.02596 -2.40600 -7.56604  -0.05
C 1.88074 -2.07675 -6.86318  -0.16
H 1.60001 -0.83216 -5.17766  0.12
H 4.06187 -0.35466 -5.18142  0.01
H 5.13947 -1.76085 -7.25418  0.11
H 3.07403 -3.06222 -8.42300  0.11
H 0.84709 -2.37648 -6.99975  -0.06
C -2.49803 -2.56492 -7.97689  -1.56
Br -0.63396 -2.64173 -8.50718  0.72
Br -3.32065 -4.32098 -7.95737  0.59
Br -2.71391 -1.64388 -6.28245  0.56
H -3.02224 -1.97597 -8.72909  -0.02
C -0.70393 7.40849 2.21193  -0.08
C -0.08212 7.68644 3.57033  -0.28
O 1.12065 6.96353 3.80243  -0.16
C 2.18882 7.20878 2.89642  -0.29
C 2.64320 8.65789 2.87243  -0.08
H -0.90930 6.33904 2.09708  0.07
H -1.64086 7.96111 2.10226  0.08
H -0.04512 7.70402 1.39350  0.07
H -0.78527 7.37884 4.34824  0.12
H 0.08671 8.75803 3.71400  0.11
H 1.91880 6.86353 1.89234  0.10
H 3.02405 6.58192 3.22335  0.12
H 1.84839 9.33081 2.54522  0.07
H 3.48825 8.77976 2.19023  0.08
H 2.95157 8.97766 3.87192  0.08
Cl 3.25496 1.51913 -5.83244  -0.02
Na 4.30711 -2.58130 3.45311  0.76
O -3.04199 3.07790 -4.41388  -0.41
H -2.50239 2.30558 -4.25942  -0.21

Forces on the atoms, in the same order (eV/Å):
0.651 -1.339 -2.084
0.748 2.878 1.301
-1.491 -3.580 1.203
0.957 -3.138 -3.020
-6.542 2.069 -2.669
2.379 1.813 1.270
-2.350 0.656 -1.575
0.562 -2.491 -0.134
0.513 0.500 0.384
0.525 -0.341 0.504
1.939 1.330 3.124
-1.971 3.064 0.764
-2.058 2.632 -0.103
-2.697 -1.645 -3.836
0.546 -3.005 -1.494
3.321 -1.528 2.075
3.726 -1.421 1.688
2.728 1.182 2.328
-0.554 0.870 0.079
0.580 0.115 0.620
-0.670 0.211 -1.064
-0.975 0.414 -0.216
1.592 0.185 0.678
-1.038 0.221 1.575
0.330 1.346 0.943
-1.732 0.250 -0.575
0.298 1.879 -0.376
1.380 -1.082 0.258
-0.549 1.989 1.199
-1.520 0.705 -0.918
-2.218 -0.655 -1.480
0.036 -2.119 -0.865
1.885 -1.454 1.193
0.220 0.928 0.346
0.525 -0.469 -0.822
-0.392 0.779 -1.107
1.261 -0.632 1.110
0.238 -1.963 0.232
-0.526 1.147 0.364
0.069 0.206 -0.103
-0.611 -0.255 -0.122
0.661 -0.240 1.320
-0.143 0.320 -0.914
0.745 0.391 0.102
-1.210 0.159 -0.963
0.002 -0.065 -0.012
0.067 -0.027 0.001
-0.063 -0.200 0.343
0.081 -0.139 -0.286
1.591 0.083 -0.848
-1.667 -0.192 0.778
0.029 0.683 -0.286
-0.365 -0.875 -0.309
-0.083 0.918 0.675
-0.201 -0.517 -0.969
0.874 0.077 -0.094
-0.219 0.477 1.180
0.219 0.243 -0.262
0.176 -0.746 0.299
-0.133 0.058 0.045
-0.004 0.044 0.111
0.932 0.173 0.485
-0.083 -0.255 -0.323
-1.393 -0.168 -0.683
0.239 0.423 0.072
-0.009 -0.066 -0.202
0.147 -0.085 0.284
0.068 -0.071 -0.116
-0.037 -0.018 -0.091
0.061 -0.165 0.090
-0.048 0.082 0.075
-0.033 0.125 0.041
-0.038 0.110 0.059
0.077 -0.075 0.030
-0.060 0.088 0.002
0.239 -0.088 0.037
0.004 0.035 -0.082
-0.013 0.098 -0.076
-0.220 -0.018 0.120
0.060 -0.038 -0.083
-0.056 -0.024 0.054
0.001 -0.069 -0.091
-0.183 0.362 -0.198
0.614 -0.481 -0.493
-0.359 -0.121 0.891
0.613 -0.458 -0.383



# 2
C38H47BBrHfN7O6 | the ωB97M-V functional and the def2-TZVPD basis

Energy above the lowest of the compared OMol25 structures with the same formula, charge and spin   1.748 eV
HOMO energy   -8.634 eV
Total charge   0

Each line ends with the Löwdin charge.
CARTESIAN COORDINATES (ANGSTROEM)
Hf -0.08701 -0.75753 0.18013  1.85
C 0.70815 5.11715 0.74778  0.00
C 0.34802 3.85134 1.44239  -0.26
C 0.15450 3.68989 2.79034  0.02
C -0.15264 2.33320 2.97156  -0.24
N -0.13882 1.69812 1.80514  0.12
N 0.15310 2.65568 0.84770  0.04
B 0.15019 2.07350 -0.59014  -0.50
N 1.55184 1.59883 -1.07033  0.07
N 1.73750 0.24488 -0.94776  0.03
C 2.97159 -0.03265 -1.37990  -0.21
C 3.58184 1.15506 -1.79296  0.03
C 2.66346 2.15673 -1.57539  -0.24
C 2.86096 3.60805 -1.83635  0.00
C 3.64257 -1.39095 -1.38178  -0.53
C 4.51035 -1.51070 -2.63980  -0.05
C 4.54217 -1.49073 -0.14124  -0.02
C 2.64892 -2.54616 -1.39354  -0.04
N -0.84699 2.52172 -1.64632  0.06
N -1.64770 1.45889 -1.97880  0.14
C -2.42908 1.84714 -2.95984  -0.25
C -2.14165 3.18217 -3.30695  0.02
C -1.14415 3.58331 -2.45136  -0.26
C -0.62638 4.98268 -2.38644  -0.03
C -3.48408 0.93260 -3.53296  -0.54
C -4.84322 1.63693 -3.45786  -0.05
C -3.54600 -0.36914 -2.73954  -0.04
C -3.14700 0.63164 -4.99761  -0.04
C -0.47276 1.72796 4.31755  -0.55
C 0.74028 1.90175 5.23998  -0.04
C -0.80771 0.25255 4.21142  -0.05
C -1.67542 2.47340 4.91162  -0.04
H 0.80850 5.90534 1.49253  0.09
H -0.05407 5.42690 0.04356  0.05
H 1.65474 5.04468 0.21441  0.06
H 0.21850 4.46087 3.53921  0.11
H -0.36814 1.05646 -0.21198  0.02
H 4.56721 1.28276 -2.20368  0.11
H 3.78683 3.73784 -2.39405  0.09
H 2.95465 4.17296 -0.90919  0.07
H 2.05776 4.03313 -2.43317  0.07
H 5.28825 -0.74860 -2.67694  0.07
H 3.90673 -1.42751 -3.54530  0.09
H 5.00548 -2.48310 -2.64610  0.09
H 5.29145 -0.69723 -0.14246  0.09
H 5.06358 -2.45082 -0.14259  0.09
H 3.96306 -1.41771 0.77610  0.06
H 1.99980 -2.50030 -2.27072  0.09
H 2.04581 -2.58038 -0.49015  0.05
H 3.19591 -3.49078 -1.42776  0.10
H -2.61642 3.80160 -4.05028  0.11
H -0.78892 5.44323 -3.36069  0.09
H 0.42977 5.07621 -2.15060  0.05
H -1.18611 5.58044 -1.66605  0.08
H -5.09809 1.87380 -2.42375  0.09
H -5.62514 0.99190 -3.86438  0.08
H -4.84386 2.56759 -4.02847  0.08
H -3.82232 -0.19417 -1.69800  0.08
H -2.57678 -0.86005 -2.73453  0.05
H -4.27950 -1.04063 -3.19335  0.09
H -3.08547 1.54592 -5.59082  0.08
H -3.91341 -0.01023 -5.43800  0.08
H -2.18603 0.11914 -5.07876  0.08
H 1.61598 1.39314 4.83353  0.09
H 0.52337 1.48048 6.22416  0.09
H 0.99341 2.95407 5.37319  0.08
H 0.05886 -0.30288 3.85942  0.07
H -1.63755 0.08645 3.52444  0.08
H -1.08545 -0.13722 5.19306  0.10
H -1.46837 3.53679 5.03390  0.08
H -1.91870 2.06406 5.89458  0.09
H -2.55264 2.37308 4.27064  0.09
O -4.03673 -1.70899 1.20800  0.12
C -2.84554 -1.53465 1.21979  -0.54
O -2.15969 -0.74337 0.42531  -0.15
C -1.94540 -2.26990 2.19007  -0.17
C -2.33564 -3.19731 3.13967  0.04
C -1.34266 -3.79451 3.90894  -0.01
C -0.00564 -3.45890 3.72002  0.04
C 0.28449 -2.50899 2.75825  -0.18
N -0.67234 -1.95424 2.03691  0.03
C 1.65469 -1.99798 2.37596  -0.55
O 2.66054 -2.41122 2.89562  0.12
O 1.57985 -1.10392 1.41684  -0.18
H -3.38333 -3.43706 3.24867  0.13
H -1.61169 -4.52979 4.65616  0.11
H 0.79852 -3.90350 4.28811  0.13
Br -1.88137 -3.34730 -6.70959  0.75
C -1.68872 -3.93363 -4.92282  -0.67
C -2.03357 -5.23447 -4.58776  -0.11
C -1.89961 -5.66540 -3.27496  -0.06
C -1.42689 -4.79928 -2.30244  0.00
C -1.09135 -3.49805 -2.65719  -0.12
C -1.21392 -3.05369 -3.96917  -0.06
C -0.60937 -2.55742 -1.62944  -0.57
O -0.42009 -2.91385 -0.42471  -0.06
O -0.36076 -1.34652 -1.90771  -0.09
H -2.40796 -5.90374 -5.34998  0.10
H -2.17195 -6.67967 -3.01727  0.11
H -1.31962 -5.11332 -1.27404  0.12
H -0.95165 -2.03566 -4.22074  0.11

Forces on the atoms, in the same order (eV/Å):
0.249 -0.184 0.588
0.043 0.073 0.041
-0.013 0.002 -0.042
0.028 -0.015 -0.039
0.063 -0.006 0.050
-0.005 0.084 -0.111
0.046 -0.019 0.035
0.280 0.086 0.596
-0.082 -0.096 -0.098
0.052 0.102 0.135
-0.053 0.005 0.006
-0.024 -0.052 0.031
-0.023 0.073 -0.039
0.022 0.042 -0.048
-0.016 0.048 0.003
0.021 -0.012 -0.051
0.027 -0.033 -0.012
0.013 -0.055 -0.052
-0.004 0.049 -0.039
-0.013 -0.039 -0.046
-0.060 -0.030 0.013
-0.008 0.013 0.066
-0.110 -0.019 -0.061
0.073 0.072 -0.062
0.007 0.064 -0.020
-0.025 0.024 -0.018
-0.077 -0.038 0.027
0.019 -0.035 -0.024
-0.011 0.017 -0.012
0.007 -0.009 0.042
0.026 -0.040 -0.006
-0.020 0.006 0.028
0.019 -0.013 -0.009
-0.085 0.011 -0.047
-0.063 0.003 0.030
0.010 0.008 0.016
-0.382 0.268 -0.683
0.027 -0.001 0.001
0.000 0.009 0.011
0.007 -0.029 -0.049
-0.042 -0.021 0.008
0.006 0.011 0.022
-0.007 0.008 -0.007
-0.005 -0.015 -0.001
0.000 0.014 -0.014
0.006 -0.002 -0.003
-0.028 0.008 0.035
0.009 0.014 0.041
-0.036 0.026 0.045
0.010 0.009 -0.020
-0.005 -0.009 -0.023
0.049 -0.002 0.000
-0.002 -0.061 0.053
-0.018 -0.034 0.055
0.005 -0.010 0.007
-0.001 -0.014 -0.002
0.009 0.006 -0.013
0.006 0.000 -0.059
0.038 -0.017 -0.022
-0.019 0.008 0.012
-0.016 0.027 0.008
-0.003 -0.005 -0.009
0.008 -0.010 0.022
-0.002 -0.015 -0.016
0.002 -0.007 0.004
-0.008 0.014 -0.013
-0.004 0.040 0.014
-0.009 0.026 0.001
-0.007 -0.008 0.005
0.018 0.010 -0.011
0.000 -0.013 0.001
0.000 -0.015 -0.016
-0.023 0.012 0.055
0.054 0.102 -0.188
0.149 -0.007 0.037
-0.113 -0.123 0.136
0.045 0.059 -0.051
0.008 -0.015 0.015
-0.043 0.120 -0.045
0.027 -0.238 0.118
0.010 0.043 -0.204
-0.017 -0.005 -0.150
-0.013 0.063 0.078
-0.037 -0.317 -0.105
-0.009 -0.001 0.012
0.000 -0.003 -0.002
-0.008 -0.009 0.017
-0.001 0.006 -0.026
0.010 0.022 0.042
-0.013 -0.017 -0.016
0.004 0.040 0.002
-0.009 -0.012 -0.066
0.018 -0.009 0.048
-0.036 -0.025 -0.004
0.190 0.074 0.133
-0.019 -0.038 0.083
-0.111 -0.027 -0.198
0.004 -0.003 -0.004
0.003 -0.007 0.007
0.006 0.005 0.020
0.004 0.007 0.001